The following is a quantum chemistry calculation of a structure of composition C11H15BeF3NO2S2, from the OMol25 dataset.

XYZ file:
```
35
Properties=species:S:1:pos:R:3:forces:R:3
Be -0.3807 -0.3678 -1.1836 0.054 -0.137 0.231
F -4.1000 -2.2827 1.4849 0.040 0.027 0.083
C -3.5017 -1.3512 2.2406 -0.023 0.011 -0.063
F -4.4031 -0.9065 3.1295 0.061 -0.054 -0.053
F -2.5164 -1.9478 2.9273 -0.058 0.017 -0.034
C -2.9731 -0.2202 1.3923 -0.041 -0.049 0.059
C -3.4203 1.0701 1.5772 -0.019 0.088 0.020
C -2.9220 2.1186 0.8003 -0.049 -0.039 0.041
C -1.9749 1.8247 -0.1466 0.032 -0.049 -0.046
N -1.5447 0.5699 -0.3349 0.042 0.013 -0.043
C -2.0148 -0.4640 0.3992 0.051 -0.107 -0.035
S -1.2573 -1.9592 -0.0793 -0.092 0.239 0.041
H -4.1639 1.2667 2.3376 0.000 0.000 -0.003
H -3.2668 3.1324 0.9356 -0.008 -0.011 0.017
H -1.5391 2.5863 -0.7806 0.015 -0.014 0.000
C -1.9632 -0.5260 -3.3615 0.096 -0.084 0.008
O -0.6207 -0.3501 -2.8173 -0.002 0.109 -0.005
H -2.4656 -1.3060 -2.7945 -0.031 0.001 -0.017
H -1.8784 -0.7996 -4.4082 -0.034 0.011 -0.013
H -2.4749 0.4252 -3.2636 -0.012 0.006 0.011
H 0.0427 -0.7901 -3.3587 -0.028 -0.015 -0.020
O 1.1618 -0.0677 -0.9198 0.088 0.153 -0.339
S 2.0757 -0.7356 0.1296 -0.195 -0.287 0.141
C 2.5915 0.6002 1.2136 -0.003 0.034 0.056
C 4.0783 0.3614 1.4357 0.016 0.026 -0.012
C 4.6667 0.0731 0.0519 0.003 -0.046 -0.008
C 3.6969 -0.8721 -0.6718 0.009 0.128 -0.069
H 1.9803 0.5696 2.1130 0.012 0.027 0.015
H 2.3925 1.5163 0.6536 0.026 0.016 0.026
H 4.2343 -0.4846 2.1085 -0.021 -0.012 -0.014
H 4.5336 1.2321 1.9045 0.021 -0.001 -0.006
H 5.6530 -0.3799 0.1252 0.016 0.017 -0.022
H 4.7710 0.9994 -0.5126 -0.034 0.013 0.015
H 3.9868 -1.9191 -0.6115 0.004 -0.006 0.046
H 3.5165 -0.6163 -1.7155 0.067 -0.025 -0.008
```
Forces are in eV/Å.

Values from the calculation:
LUMO level (hartree): -0.100
Energy relative to the best compared isomer or geometry (same formula, charge and spin) (kJ/mol): 10.3
Total charge: +1
Frontier orbital gap (eV): 8.65